Entry 1:
{"formula": "C24H30BClF3N2O10PS", "method": "ωB97M-V/def2-TZVPD", "symbols": ["C", "B", "O", "C", "C", "P", "O", "Cl", "C", "C", "F", "F", "F", "C", "C", "N", "S", "N", "C", "H", "H", "H", "H", "H", "H", "O", "C", "O", "C", "C", "C", "H", "H", "H", "H", "H", "H", "O", "C", "O", "C", "C", "C", "H", "H", "H", "H", "H", "H", "O", "C", "O", "C", "C", "C", "H", "H", "H", "H", "H", "H", "O", "C", "O", "C", "C", "C", "H", "H", "H", "H", "H", "H"], "coordinates": [[1.649, -1.743, -2.159], [1.071, -0.989, -3.400], [1.259, -1.494, -4.673], [0.196, 0.359, -3.326], [0.554, 1.541, -2.737], [2.275, 1.431, -2.058], [3.083, 1.319, -3.486], [2.952, 3.258, -1.401], [-0.411, 2.640, -2.729], [-0.106, 3.957, -2.052], [-1.195, 4.778, -2.068], [0.201, 3.799, -0.769], [0.861, 4.640, -2.660], [-1.616, 2.524, -3.319], [-1.985, 1.325, -3.961], [-3.137, 1.083, -4.575], [-3.031, -0.448, -5.086], [-1.578, -0.831, -4.559], [-1.082, 0.250, -3.943], [1.180, -1.457, -1.224], [1.542, -2.824, -2.243], [2.707, -1.512, -2.063], [0.720, -2.274, -4.834], [2.474, 1.285, -4.235], [-2.333, 3.324, -3.338], [4.365, 5.624, -0.154], [3.911, 6.699, -0.409], [4.655, 7.833, -0.395], [3.820, 8.977, -0.639], [2.592, 8.431, -1.357], [2.473, 7.032, -0.755], [3.570, 9.432, 0.322], [4.375, 9.697, -1.236], [1.708, 9.051, -1.226], [2.794, 8.354, -2.427], [1.886, 7.028, 0.165], [2.069, 6.304, -1.452], [0.519, -3.683, 0.683], [1.221, -3.137, 1.482], [2.473, -2.719, 1.189], [3.112, -2.194, 2.367], [1.972, -1.803, 3.297], [0.905, -2.832, 2.933], [3.744, -2.976, 2.793], [3.736, -1.351, 2.083], [2.256, -1.808, 4.348], [1.618, -0.801, 3.048], [1.014, -3.751, 3.512], [-0.105, -2.443, 3.031], [-3.116, 0.362, -1.191], [-4.198, -0.144, -1.186], [-4.413, -1.413, -0.766], [-5.787, -1.780, -0.978], [-6.547, -0.462, -1.050], [-5.502, 0.469, -1.661], [-5.852, -2.348, -1.908], [-6.112, -2.413, -0.156], [-7.472, -0.531, -1.619], [-6.797, -0.124, -0.043], [-5.516, 0.447, -2.752], [-5.591, 1.494, -1.312], [2.084, -5.354, 5.400], [1.181, -6.080, 5.695], [1.085, -6.672, 6.908], [-0.039, -7.568, 6.938], [-0.969, -7.079, 5.835], [0.020, -6.514, 4.818], [0.324, -8.581, 6.755], [-0.494, -7.529, 7.924], [-1.616, -7.861, 5.443], [-1.604, -6.277, 6.215], [0.378, -7.276, 4.124], [-0.380, -5.670, 4.264]], "forces_ev_per_angstrom": [[-0.57, 0.09, 0.14], [0.15, -0.14, 0.01], [-0.38, 0.31, 0.01], [0.81, -0.66, 0.07], [-0.59, 0.94, -0.06], [0.40, -0.29, 0.42], [-0.26, -0.21, -0.07], [0.09, -0.16, -0.13], [0.63, -0.18, 0.16], [-1.11, 0.10, -0.21], [0.22, -0.17, -0.03], [0.17, -0.05, 0.40], [0.24, 0.21, -0.27], [-0.50, 0.36, -0.18], [0.12, 0.33, 0.28], [-0.29, -0.43, -0.29], [-0.12, 0.39, 0.14], [0.22, -0.33, 0.04], [-0.11, -0.36, -0.26], [-0.01, 0.12, 0.18], [0.11, -0.12, -0.17], [0.25, -0.08, -0.04], [0.29, -0.24, -0.12], [0.16, 0.19, -0.11], [-0.03, 0.27, 0.15], [0.22, 0.09, 0.02], [-0.26, -0.19, 0.16], [0.03, 0.05, -0.05], [-0.08, 0.09, -0.05], [-0.10, -0.08, 0.03], [0.13, 0.36, -0.33], [-0.02, -0.02, 0.01], [0.13, -0.06, 0.04], [0.03, 0.02, 0.06], [0.01, 0.02, 0.00], [-0.02, -0.08, 0.01], [-0.01, -0.14, 0.18], [0.01, 0.01, -0.14], [-0.13, -0.20, 0.13], [0.02, 0.05, -0.01], [0.09, 0.08, 0.13], [-0.11, -0.02, 0.08], [0.20, 0.40, 0.04], [-0.03, -0.02, 0.01], [-0.01, -0.05, -0.15], [0.05, -0.08, -0.02], [0.03, 0.01, -0.01], [-0.01, -0.01, 0.00], [-0.09, -0.20, -0.04], [0.18, -0.06, 0.08], [-0.03, 0.16, -0.29], [-0.02, 0.00, 0.05], [-0.15, -0.02, 0.00], [-0.01, 0.11, -0.07], [-0.29, -0.24, 0.35], [0.01, 0.02, -0.02], [0.14, -0.04, 0.03], [0.03, -0.05, -0.03], [-0.01, -0.02, 0.01], [0.06, 0.09, -0.02], [0.14, 0.08, -0.16], [0.03, 0.13, 0.08], [0.06, -0.10, -0.29], [-0.04, 0.02, 0.03], [-0.14, -0.08, 0.01], [-0.01, 0.02, -0.13], [-0.31, 0.00, 0.39], [0.01, 0.01, -0.02], [0.13, 0.06, 0.06], [0.05, -0.04, 0.02], [0.00, -0.01, 0.02], [0.04, 0.06, -0.07], [0.15, -0.02, -0.16]], "lumo_energy_ev": -0.840, "gap_ev": 7.71, "charge": 0}

---

Entry 2:
{"formula": "C16H47BIN4O5P", "method": "ωB97M-V/def2-TZVPD", "symbols": ["O", "P", "B", "I", "H", "H", "H", "C", "C", "C", "O", "C", "N", "H", "H", "H", "H", "H", "H", "H", "H", "H", "H", "H", "C", "C", "C", "O", "C", "N", "H", "H", "H", "H", "H", "H", "H", "H", "H", "H", "H", "C", "C", "C", "O", "C", "N", "H", "H", "H", "H", "H", "H", "H", "H", "H", "H", "H", "C", "C", "C", "O", "C", "N", "H", "H", "H", "H", "H", "H", "H", "H", "H", "H", "H"], "coordinates": [[1.608, -0.617, -0.207], [1.031, -0.476, -1.581], [-0.712, 0.348, -1.503], [-2.385, -0.843, -1.747], [1.769, 0.256, -2.545], [0.888, -1.682, -2.310], [-0.838, 1.509, -1.315], [-5.333, 4.563, -1.144], [-4.858, 3.116, -1.112], [-5.460, 2.286, 0.027], [-4.954, 2.586, 1.316], [-5.654, 3.585, 2.028], [-3.395, 3.087, -1.124], [-4.884, 5.137, -0.333], [-5.032, 5.031, -2.080], [-6.418, 4.624, -1.050], [-5.198, 2.630, -2.034], [-5.202, 1.237, -0.143], [-6.554, 2.373, 0.014], [-6.737, 3.470, 1.911], [-5.383, 4.596, 1.712], [-5.401, 3.470, 3.081], [-3.074, 2.128, -1.209], [-3.054, 3.415, -0.224], [5.822, -2.505, 0.171], [4.307, -2.511, 0.020], [3.591, -3.491, 0.950], [3.834, -4.861, 0.660], [4.874, -5.461, 1.400], [3.970, -2.725, -1.391], [6.258, -3.408, -0.263], [6.252, -1.651, -0.347], [6.122, -2.449, 1.219], [3.915, -1.526, 0.286], [2.515, -3.344, 0.832], [3.850, -3.279, 1.995], [4.829, -5.170, 2.456], [5.867, -5.202, 1.021], [4.743, -6.540, 1.330], [2.966, -2.647, -1.511], [4.211, -3.677, -1.653], [11.061, 0.370, 2.378], [10.133, -0.768, 2.787], [9.511, -1.510, 1.599], [8.580, -0.743, 0.857], [9.100, -0.042, -0.254], [9.137, -0.254, 3.724], [10.486, 1.214, 1.997], [11.619, 0.721, 3.245], [11.764, 0.057, 1.604], [10.724, -1.518, 3.325], [8.947, -2.364, 1.984], [10.298, -1.893, 0.935], [9.883, -0.619, -0.757], [9.517, 0.930, 0.022], [8.278, 0.115, -0.952], [8.603, -1.013, 4.133], [8.474, 0.329, 3.221], [-10.394, -0.382, -0.864], [-10.423, 1.052, -1.377], [-9.355, 1.347, -2.435], [-8.029, 1.334, -1.937], [-7.345, 0.102, -2.008], [-10.366, 1.963, -0.236], [-9.534, -0.540, -0.213], [-11.288, -0.582, -0.276], [-10.340, -1.101, -1.684], [-11.384, 1.221, -1.875], [-9.515, 2.359, -2.816], [-9.447, 0.647, -3.276], [-7.623, -0.465, -2.903], [-7.526, -0.531, -1.136], [-6.280, 0.327, -2.060], [-10.529, 2.921, -0.528], [-9.436, 1.934, 0.172]], "forces_ev_per_angstrom": [[-0.11, 0.05, -0.47], [0.18, -0.09, 0.24], [0.27, 0.17, -0.17], [-0.31, -0.17, 0.00], [0.02, 0.05, 0.19], [-0.07, 0.02, 0.09], [0.02, -0.03, 0.10], [0.02, -0.04, 0.03], [0.01, -0.06, 0.01], [-0.03, 0.02, 0.06], [0.03, 0.11, -0.04], [-0.04, -0.02, -0.03], [0.03, -0.01, 0.01], [0.00, 0.02, 0.02], [0.00, 0.00, 0.00], [0.00, 0.00, -0.01], [-0.03, 0.02, -0.01], [0.00, 0.00, 0.00], [0.01, -0.03, -0.01], [0.00, -0.03, 0.01], [0.02, 0.00, -0.01], [0.01, 0.00, -0.01], [-0.03, 0.02, 0.01], [-0.02, -0.01, -0.02], [-0.05, -0.06, 0.01], [-0.06, -0.03, -0.04], [0.04, -0.01, 0.01], [0.06, 0.00, -0.03], [-0.01, 0.04, 0.03], [-0.03, 0.03, -0.07], [0.01, -0.03, 0.01], [0.01, 0.01, -0.02], [0.00, 0.02, 0.00], [0.04, 0.02, 0.03], [0.00, 0.02, 0.02], [-0.02, 0.01, 0.00], [-0.04, -0.02, 0.00], [0.01, 0.02, -0.03], [0.01, 0.01, -0.01], [0.03, -0.04, 0.07], [0.00, 0.01, 0.05], [-0.05, -0.02, -0.01], [-0.06, -0.04, -0.01], [0.01, 0.03, -0.02], [0.06, 0.08, 0.04], [0.03, -0.04, -0.02], [-0.03, 0.01, 0.02], [-0.01, 0.01, -0.02], [0.00, 0.00, -0.01], [0.01, -0.01, 0.01], [0.02, 0.01, -0.01], [0.01, -0.01, 0.00], [0.00, -0.01, 0.01], [-0.03, -0.02, -0.01], [0.00, 0.01, 0.02], [0.00, 0.01, 0.01], [0.01, 0.03, -0.03], [0.02, -0.03, 0.01], [0.03, 0.04, 0.00], [0.02, 0.06, -0.02], [0.00, -0.06, 0.04], [0.00, 0.05, 0.05], [0.04, -0.10, -0.06], [-0.01, 0.02, 0.03], [0.02, 0.00, 0.00], [0.00, -0.01, 0.00], [-0.01, 0.00, 0.00], [-0.01, -0.03, 0.00], [-0.01, 0.00, -0.02], [-0.01, 0.01, 0.00], [-0.02, 0.06, -0.03], [-0.01, 0.03, 0.02], [0.01, -0.03, 0.00], [0.03, -0.04, 0.00], [-0.03, 0.00, -0.03]], "lumo_energy_ev": -1.292, "smiles": "COC[C@@H](C)N.COC[C@@H](C)N.COC[C@@H](C)N.COC[C@@H](C)N.O=[PH2]BI", "gap_ev": 7.50, "charge": 0}

---

Entry 3:
{"formula": "C35H50BrN4O29P", "method": "ωB97M-V/def2-TZVPD", "symbols": ["N", "C", "C", "Br", "C", "C", "N", "C", "C", "C", "C", "N", "P", "N", "O", "O", "H", "H", "H", "H", "H", "H", "H", "H", "H", "H", "H", "H", "H", "H", "C", "C", "O", "C", "O", "O", "H", "H", "H", "H", "C", "C", "O", "C", "O", "O", "H", "H", "H", "H", "C", "C", "O", "C", "O", "O", "H", "H", "H", "H", "C", "C", "O", "C", "O", "O", "H", "H", "H", "H", "C", "C", "O", "C", "O", "O", "H", "H", "H", "H", "C", "C", "O", "C", "O", "O", "H", "H", "H", "H", "C", "C", "O", "C", "O", "O", "H", "H", "H", "H", "C", "C", "O", "C", "O", "O", "H", "H", "H", "H", "C", "C", "O", "C", "O", "O", "H", "H", "H", "H"], "coordinates": [[4.675, -0.597, -0.721], [3.541, -0.974, -0.481], [2.064, -1.063, 0.133], [2.215, -1.932, 1.909], [1.234, 0.315, 0.105], [1.021, 0.670, -1.469], [0.678, 0.771, -2.633], [-0.240, 0.225, 0.781], [-1.450, 0.116, -0.276], [-2.811, -0.058, 0.620], [-3.212, 1.294, 1.429], [-3.120, 2.557, 0.613], [2.106, 1.802, 0.896], [3.377, 2.340, 0.047], [2.555, 1.335, 2.478], [1.062, 3.177, 1.038], [1.483, -1.806, -0.547], [-0.358, -0.673, 1.505], [-0.469, 1.161, 1.434], [-1.625, 1.056, -0.905], [-1.412, -0.844, -0.931], [-2.653, -0.880, 1.431], [-3.714, -0.381, -0.005], [-2.450, 1.424, 2.295], [-4.249, 1.259, 1.919], [-2.171, 2.969, 0.725], [-3.283, 2.375, -0.392], [3.463, 1.759, -0.802], [2.323, 2.048, 3.141], [1.590, 3.995, 0.822], [-3.972, 7.097, -0.488], [-3.325, 7.891, 0.605], [-2.569, 6.915, 1.306], [-2.327, 5.896, 0.435], [-1.575, 4.986, 0.650], [-3.048, 6.042, -0.709], [-4.120, 7.681, -1.397], [-4.931, 6.668, -0.182], [-2.644, 8.656, 0.219], [-4.054, 8.365, 1.264], [-4.605, -2.047, -3.608], [-5.954, -1.936, -2.973], [-5.822, -0.803, -2.127], [-4.813, -0.043, -2.633], [-4.547, 1.071, -2.258], [-4.145, -0.703, -3.620], [-4.652, -2.451, -4.621], [-3.912, -2.653, -3.016], [-6.746, -1.741, -3.703], [-6.216, -2.823, -2.396], [-6.031, -7.337, -2.856], [-5.656, -6.334, -3.900], [-5.732, -5.098, -3.201], [-5.571, -5.378, -1.877], [-5.415, -4.547, -1.023], [-5.608, -6.718, -1.647], [-5.529, -8.293, -2.998], [-7.111, -7.506, -2.806], [-4.633, -6.472, -4.265], [-6.339, -6.342, -4.751], [6.729, -3.842, 2.393], [5.318, -3.393, 2.169], [4.552, -4.471, 2.688], [5.338, -5.122, 3.590], [4.948, -5.978, 4.334], [6.624, -4.676, 3.537], [7.408, -3.008, 2.581], [7.118, -4.434, 1.559], [5.073, -2.485, 2.728], [5.094, -3.231, 1.113], [-0.004, 5.514, 3.716], [0.648, 6.315, 4.801], [1.415, 5.343, 5.500], [1.654, 4.324, 4.631], [2.414, 3.415, 4.842], [0.926, 4.462, 3.493], [-0.160, 6.094, 2.806], [-0.958, 5.081, 4.030], [1.323, 7.082, 4.408], [-0.078, 6.788, 5.464], [-0.724, 0.202, -5.812], [0.012, -1.101, -5.825], [-0.949, -2.007, -6.345], [-1.841, -1.274, -7.068], [-2.686, -1.745, -7.780], [-1.650, 0.061, -6.881], [-0.065, 1.055, -5.980], [-1.280, 0.360, -4.882], [0.880, -1.084, -6.491], [0.336, -1.406, -4.828], [-2.531, -9.379, -5.916], [-3.230, -8.898, -7.150], [-4.595, -9.180, -6.875], [-4.729, -9.232, -5.523], [-5.782, -9.285, -4.947], [-3.516, -9.215, -4.905], [-1.639, -8.793, -5.687], [-2.257, -10.436, -5.974], [-3.116, -7.821, -7.304], [-2.898, -9.422, -8.048], [2.792, 6.343, 7.981], [3.442, 6.208, 9.324], [3.957, 7.509, 9.564], [3.221, 8.376, 8.813], [3.280, 9.570, 8.905], [2.408, 7.710, 7.946], [1.923, 5.693, 7.872], [3.486, 6.149, 7.159], [2.726, 5.960, 10.113], [4.243, 5.466, 9.326], [7.963, 0.110, 0.472], [8.624, 0.912, 1.550], [9.379, -0.061, 2.257], [9.607, -1.093, 1.397], [10.355, -2.005, 1.618], [8.878, -0.954, 0.255], [7.813, 0.685, -0.443], [7.003, -0.308, 0.790], [9.307, 1.668, 1.151], [7.903, 1.399, 2.209]], "forces_ev_per_angstrom": [[-6.41, -2.60, 1.11], [3.60, 2.90, 0.31], [0.64, -0.80, -1.87], [-0.22, 0.57, -0.96], [-1.14, 0.65, -0.97], [-1.60, -0.25, -3.53], [2.22, -0.53, 6.63], [-1.29, -0.19, -0.05], [-1.68, -0.68, 1.11], [-0.19, 0.09, 0.85], [0.88, 0.19, 0.17], [0.75, -0.83, 0.29], [3.27, 3.28, -0.06], [-2.26, -1.77, 0.87], [-1.99, 1.60, -2.11], [1.37, -2.43, 0.21], [0.97, 1.29, 1.33], [0.66, 1.39, -1.31], [0.75, -1.48, -1.24], [0.72, -1.49, 0.77], [0.32, 1.79, 0.97], [-0.22, 1.21, -1.47], [1.45, 0.49, 0.65], [-1.34, -0.25, -1.24], [1.45, -0.40, -0.87], [-1.14, -0.42, -0.38], [0.02, 0.11, 0.83], [0.22, 0.50, 0.48], [0.28, -0.74, -0.59], [-0.40, -1.46, 0.02], [-0.76, 0.18, -0.52], [-0.20, 0.90, 0.24], [0.17, -0.55, -0.26], [0.49, -0.98, -0.08], [-0.38, 1.14, -0.09], [0.54, -0.07, 0.65], [0.11, -0.22, 0.01], [0.09, 0.00, 0.00], [-0.03, -0.07, 0.01], [0.18, -0.14, 0.07], [0.32, -0.83, -0.43], [-0.84, -0.77, 0.00], [0.71, 0.61, -0.21], [0.11, 1.04, 0.39], [-0.17, -1.15, -0.36], [-0.23, 0.58, 0.48], [0.12, 0.22, 0.06], [-0.08, 0.04, 0.02], [0.09, 0.07, 0.00], [0.07, 0.34, 0.09], [-0.20, -1.04, -0.01], [0.00, -0.24, -0.97], [0.07, 0.06, 0.64], [0.15, 0.31, 1.03], [-0.11, -0.63, -0.85], [0.10, 1.10, -0.07], [-0.09, 0.24, 0.26], [0.08, 0.03, -0.03], [-0.02, 0.02, 0.07], [0.07, 0.18, 0.14], [0.76, 0.29, -0.40], [-0.18, 0.66, -0.48], [0.28, -0.33, 0.34], [-0.30, -0.95, 0.88], [0.35, 0.85, -0.75], [-0.67, -0.18, 0.09], [0.01, -0.21, 0.13], [-0.02, 0.05, 0.06], [0.06, -0.06, -0.03], [-0.11, -0.09, 0.14], [-0.85, 0.37, -0.53], [-0.25, 0.93, 0.16], [0.22, -0.81, -0.42], [0.35, -0.47, 0.04], [-0.62, 0.58, -0.33], [0.67, -0.13, 0.84], [0.05, -0.29, 0.01], [0.08, 0.01, -0.05], [-0.02, -0.08, 0.05], [0.21, -0.13, 0.08], [0.19, 0.86, 0.61], [0.83, -0.17, 0.41], [-0.53, 0.23, -0.33], [-0.85, -0.24, -0.70], [0.77, 0.37, 0.70], [-0.10, -0.84, -0.27], [-0.20, -0.05, -0.09], [0.05, -0.03, -0.07], [-0.07, 0.00, 0.01], [-0.13, -0.09, -0.14], [0.96, -0.21, 0.07], [0.41, 0.28, -0.82], [-0.19, -0.09, 0.80], [-0.90, -0.16, 0.25], [0.98, 0.02, -0.66], [-0.74, 0.10, -0.18], [-0.18, -0.05, 0.16], [-0.06, 0.07, 0.01], [-0.02, -0.07, 0.03], [-0.24, 0.03, 0.07], [-0.21, -0.73, -0.46], [0.18, -0.71, 0.47], [-0.30, 0.44, -0.40], [0.12, 1.34, 0.17], [-0.08, -1.19, -0.12], [0.27, 0.35, 0.41], [0.08, 0.23, -0.05], [-0.06, -0.01, 0.07], [0.03, 0.04, -0.05], [0.01, 0.22, 0.08], [-0.79, 0.27, -0.50], [-0.17, 0.87, 0.24], [0.08, -0.58, -0.33], [0.82, -0.90, 0.18], [-0.77, 0.84, -0.19], [0.46, -0.12, 0.54], [0.04, -0.24, 0.03], [0.05, 0.07, -0.05], [-0.02, -0.07, 0.02], [0.17, -0.14, 0.06]], "lumo_energy_ev": -0.431, "smiles": "N#C[C@@H](Br)[C@@](C#N)(CCCCN)P(=N)(O)O.O=C1OCCO1.O=C1OCCO1.O=C1OCCO1.O=C1OCCO1.O=C1OCCO1.O=C1OCCO1.O=C1OCCO1.O=C1OCCO1.O=C1OCCO1", "gap_ev": 8.48, "charge": 0}